Entry from the Open Molecules 2025 dataset: a structure of composition C29H59N5O5P2RbS2SbSi3 (ωB97M-V/def2-TZVPD).

Structure (XYZ):
```
107
Properties=species:S:1:pos:R:3:lowdin_charge:R:1
Rb 0.528 -0.072 0.200 0.856
C -2.065 -0.185 3.742 -0.094
N -0.786 0.557 3.791 -0.281
C 0.337 -0.281 4.227 -0.079
P -0.702 1.850 2.801 0.437
O -0.965 1.734 1.354 -0.434
O 0.772 2.475 3.118 -0.259
P 2.173 2.122 2.391 0.439
O 2.185 0.800 1.740 -0.458
N 2.470 3.495 1.543 -0.268
C 3.747 3.410 0.801 -0.064
C 1.402 4.120 0.740 -0.070
N 3.227 2.142 3.668 -0.298
C 3.468 3.385 4.381 -0.114
C 4.328 1.184 3.704 -0.101
N -1.734 2.936 3.494 -0.292
C -2.326 3.985 2.680 -0.102
C -1.706 3.210 4.919 -0.107
H -2.383 -0.423 4.762 0.086
H -1.975 -1.121 3.188 -0.012
H -2.840 0.423 3.273 0.077
H 0.210 -0.507 5.291 0.088
H 1.285 0.226 4.099 0.050
H 0.342 -1.230 3.688 0.062
H 4.503 2.904 1.406 0.077
H 4.099 4.422 0.591 0.086
H 3.642 2.870 -0.139 0.076
H 0.464 4.107 1.291 0.061
H 1.260 3.621 -0.223 0.066
H 1.683 5.163 0.567 0.084
H 2.602 4.038 4.307 0.073
H 4.338 3.919 3.978 0.079
H 3.653 3.172 5.438 0.079
H 4.144 0.382 2.991 0.083
H 4.420 0.750 4.704 0.079
H 5.280 1.667 3.451 0.078
H -2.246 3.719 1.629 0.053
H -1.825 4.948 2.839 0.083
H -3.385 4.106 2.928 0.085
H -1.191 2.409 5.443 0.076
H -2.726 3.279 5.309 0.081
H -1.194 4.157 5.130 0.079
O 1.031 2.401 -1.938 -0.172
C 1.566 1.260 -2.109 -0.759
O 0.898 0.203 -2.192 -0.396
C 3.078 1.221 -2.244 -0.169
C 3.668 2.413 -2.687 -0.091
C 5.023 2.534 -2.930 -0.144
C 5.824 1.403 -2.733 -0.141
C 5.269 0.225 -2.280 -0.165
C 3.883 0.072 -1.981 -0.698
S 3.348 -1.438 -1.307 0.410
H 3.007 3.257 -2.845 0.103
H 5.448 3.472 -3.271 0.073
H 6.890 1.448 -2.941 0.080
H 5.895 -0.644 -2.112 0.069
S -2.775 -3.357 2.276 0.422
C -1.486 -4.151 3.107 -0.841
C -1.504 -5.561 3.319 -0.151
C -0.474 -6.190 3.973 -0.129
C 0.604 -5.438 4.448 -0.129
C 0.554 -4.075 4.224 -0.193
N -0.434 -3.437 3.589 0.010
H -2.353 -6.113 2.939 0.074
H -0.495 -7.265 4.121 0.087
H 1.448 -5.894 4.950 0.075
H 1.366 -3.441 4.578 0.091
C -4.355 3.772 -3.830 -0.235
Si -3.160 3.474 -2.405 0.276
C -1.943 4.910 -2.474 -0.235
C -4.225 3.752 -0.867 -0.236
Sb -1.791 1.353 -1.972 1.018
Si -1.418 0.892 -4.453 0.306
C -0.346 2.266 -5.146 -0.214
C -2.985 0.829 -5.499 -0.229
C -0.573 -0.748 -4.748 -0.210
Si -3.977 -0.045 -1.900 0.290
C -4.380 -0.222 -0.064 -0.232
C -5.586 0.493 -2.731 -0.240
C -3.651 -1.785 -2.540 -0.234
H -4.897 4.707 -3.649 0.026
H -5.084 2.960 -3.917 0.001
H -3.832 3.854 -4.789 0.017
H -2.415 5.858 -2.189 0.018
H -1.526 5.019 -3.482 0.018
H -1.098 4.718 -1.802 0.017
H -4.537 4.799 -0.772 0.023
H -3.677 3.469 0.038 -0.003
H -5.125 3.125 -0.902 0.014
H -0.926 3.182 -5.311 0.015
H 0.118 1.966 -6.092 0.026
H 0.448 2.497 -4.424 0.018
H -3.634 1.693 -5.327 -0.009
H -3.564 -0.073 -5.270 0.009
H -2.717 0.804 -6.563 0.026
H 0.286 -0.851 -4.078 0.021
H -0.228 -0.820 -5.787 0.027
H -1.258 -1.580 -4.549 0.018
H -4.148 0.701 0.481 0.008
H -3.783 -1.024 0.388 0.004
H -5.439 -0.458 0.097 0.025
H -5.932 1.463 -2.356 0.003
H -6.363 -0.253 -2.524 0.024
H -5.466 0.578 -3.817 0.008
H -2.690 -2.153 -2.166 0.034
H -3.615 -1.817 -3.635 0.007
H -4.430 -2.475 -2.195 0.029
```

Output
- max |F| (eV/A) = 2.195
- frontier orbital gap (Ha) = 0.1682
- E_tot (Ha) = -4402.6760
- charge = -2